## A
Density functional theory data (ωB97M-V with the def2-TZVPD basis set) for a cluster of 12 separate species, C12H48O12 in total.

Output
- SMILES: CO.CO.CO.CO.CO.CO.CO.CO.CO.CO.CO.CO
- Gap between HOMO and LUMO: 9.9 eV

Cartesian coordinates (Å):
C 1.4061 -4.5600 -0.1501
O 1.6511 -3.1824 0.1342
H 2.2143 -5.2236 0.1398
H 0.4281 -4.8320 0.2531
H 1.3341 -4.6453 -1.2416
H 0.9022 -2.6305 -0.1351
C 0.2658 2.9123 4.0207
O -0.3959 2.3984 2.8608
H 0.0597 2.2927 4.8961
H 1.3190 2.8338 3.7705
H -0.0644 3.9296 4.2294
H -1.3528 2.4042 2.9643
C 0.0355 -3.0999 -3.4837
O 0.4423 -4.4449 -3.6942
H -1.0434 -3.0663 -3.3420
H 0.5232 -2.6866 -2.5950
H 0.2617 -2.4852 -4.3591
H 1.3153 -4.4412 -4.0934
C -0.2218 0.1003 0.3064
O -0.0884 -1.0972 -0.4444
H 0.2556 -0.0532 1.2777
H 0.3206 0.9283 -0.1527
H -1.2534 0.3183 0.5859
H -0.6575 -1.0639 -1.2298
C 3.4452 -0.6178 -2.2578
O 3.2568 -0.3241 -0.8772
H 3.4517 -1.6996 -2.3907
H 2.7102 -0.1074 -2.8820
H 4.4249 -0.2446 -2.5545
H 2.5070 -0.8349 -0.5472
C -3.4689 3.5655 1.4997
O -3.3067 2.1382 1.6423
H -4.4684 3.7528 1.1000
H -3.3289 4.0533 2.4669
H -2.7026 3.9268 0.8162
H -4.1056 1.7628 2.0244
C 1.5559 -1.7989 3.2520
O 1.8328 -2.7158 4.3226
H 2.2009 -0.9193 3.3087
H 1.7739 -2.3135 2.3148
H 0.5096 -1.5225 3.3310
H 2.7562 -2.9729 4.2681
C 1.5001 3.2814 -1.5920
O 1.6071 4.6746 -1.3451
H 1.6589 2.7450 -0.6529
H 0.5076 3.0804 -1.9964
H 2.2535 2.9405 -2.3070
H 2.5068 4.9716 -1.4883
C -2.9366 -3.0128 1.5289
O -3.1861 -2.7526 2.9127
H -3.8526 -2.6479 1.0678
H -2.0712 -2.4296 1.1959
H -2.7351 -4.0587 1.2840
H -2.4270 -3.0463 3.4272
C -0.9243 0.3693 -3.5443
O -1.8741 -0.3226 -2.7482
H -1.3599 1.3264 -3.8527
H -0.0709 0.6183 -2.8966
H -0.5821 -0.1860 -4.4136
H -2.3440 0.3260 -2.2081
C -4.4774 1.6470 -1.7114
O -3.2919 1.4261 -0.9604
H -5.3608 1.3974 -1.1122
H -4.5993 2.7238 -1.8872
H -4.4021 1.0975 -2.6432
H -3.2367 1.9321 -0.1227
C 3.7096 1.7221 1.4862
O 4.2377 2.1737 0.2278
H 4.1564 0.7641 1.7501
H 3.9638 2.4742 2.2284
H 2.6282 1.6418 1.3548
H 4.3017 1.3893 -0.3366

Here are the Löwdin charges for atoms 1 to 6, given in e: -0.126, -0.162, 0.078, 0.079, 0.056, 0.020

=====

## B
Density functional theory data (ωB97M-V with the def2-TZVPD basis set) for a cluster of 12 separate species, C12H48O12 in total.

Output
- SMILES: CO.CO.CO.CO.CO.CO.CO.CO.CO.CO.CO.CO
- Gap between HOMO and LUMO: 10.1 eV

Cartesian coordinates (Å):
C -3.0514 -0.9439 3.3557
O -2.5840 -1.5766 2.0898
H -3.3753 -1.7602 4.0299
H -2.2569 -0.2929 3.7091
H -3.9902 -0.3608 3.1272
H -1.7406 -1.8852 2.3069
C -1.7506 2.9280 3.4107
O -2.0267 2.3238 2.1887
H -0.6779 2.9716 3.5299
H -2.3623 3.8005 3.5294
H -2.1524 2.2448 4.2176
H -2.9152 2.4392 1.8340
C 2.6729 -3.9310 -2.8698
O 2.2212 -2.6695 -2.4805
H 2.5083 -4.1078 -3.9233
H 3.7495 -4.1942 -2.7113
H 2.0255 -4.6803 -2.4272
H 2.7281 -2.2127 -1.7954
C -3.7128 4.1841 -0.0474
O -4.2497 3.1136 0.7140
H -2.7481 4.5515 0.4448
H -3.5110 3.9416 -1.0635
H -4.4519 5.0085 -0.0834
H -4.3952 2.4194 0.0723
C 1.6111 3.6315 -0.9033
O 2.2472 2.4547 -0.4220
H 2.2818 4.4996 -0.8680
H 1.2172 3.4464 -1.8878
H 0.8134 3.9029 -0.2186
H 1.5309 1.8549 -0.1362
C 5.1972 2.7229 -2.1806
O 4.6138 1.6878 -1.3450
H 5.9642 2.1726 -2.6498
H 4.4011 3.0413 -2.8803
H 5.6376 3.6281 -1.5960
H 3.8205 2.0458 -0.8773
C -4.0292 -0.4939 -0.6748
O -3.0052 0.2784 -0.0508
H -3.5234 -1.2265 -1.3033
H -4.7638 -0.9992 -0.0529
H -4.5251 0.1705 -1.4065
H -2.6558 -0.2089 0.7078
C 0.1398 0.1206 -2.9709
O -1.0070 -0.4091 -2.3840
H 0.1784 1.1643 -2.6451
H 1.0563 -0.4595 -2.6745
H 0.0505 0.0539 -4.0752
H -0.9424 -0.4102 -1.4314
C 3.7413 -1.4255 0.4185
O 3.2894 -0.7307 -0.7772
H 3.4092 -0.8930 1.3445
H 3.1592 -2.3391 0.4295
H 4.8241 -1.7200 0.4402
H 3.9046 -0.0357 -1.1061
C -1.4077 -3.8220 -1.3982
O -0.1089 -3.4360 -0.9237
H -2.0385 -2.9868 -1.6899
H -1.2796 -4.5638 -2.1363
H -1.8795 -4.2840 -0.5617
H 0.3988 -2.8809 -1.5868
C 0.9295 -3.1690 2.7240
O -0.3427 -3.1660 1.9855
H 1.7114 -3.8049 2.2587
H 1.3920 -2.1521 2.8129
H 0.6265 -3.5185 3.7328
H -0.0932 -3.1007 1.0777
C 0.1880 0.4714 1.3011
O -0.3017 1.3066 0.2540
H -0.4095 -0.4525 1.2572
H 1.2899 0.2385 1.1567
H -0.0334 0.9430 2.2620
H -1.2315 1.5418 0.4927

Here are the Löwdin charges for atoms 1 to 6, given in e: -0.072, -0.150, 0.082, 0.064, 0.095, -0.016

=====

## C
Density functional theory data (ωB97M-V with the def2-TZVPD basis set) for a cluster of 12 separate species, C12H48O12 in total.

Output
- SMILES: CO.CO.CO.CO.CO.CO.CO.CO.CO.CO.CO.CO
- Gap between HOMO and LUMO: 10.0 eV

Cartesian coordinates (Å):
C 1.9946 4.5889 5.7629
O 1.9126 3.2881 5.1364
H 2.7070 5.1804 5.1880
H 1.0853 5.1231 6.0386
H 2.5058 4.3445 6.6940
H 1.0870 2.9040 5.4405
C -2.8234 -0.7879 5.3042
O -2.3366 0.5681 5.5195
H -3.8654 -0.7353 4.9886
H -2.2252 -1.2392 4.5127
H -2.6449 -1.4392 6.1598
H -3.0789 1.0889 5.8348
C 4.6576 -3.4586 -1.7879
O 4.3721 -3.6088 -3.1927
H 4.7958 -2.4294 -1.4566
H 3.8266 -3.8215 -1.1830
H 5.6215 -3.8577 -1.4722
H 4.3991 -4.5524 -3.3673
C -2.4340 3.1312 -4.4744
O -1.4626 2.4100 -5.2357
H -2.9999 3.8797 -5.0289
H -3.0906 2.4507 -3.9323
H -1.9687 3.6722 -3.6504
H -0.8230 2.0713 -4.6050
C -5.5130 -4.5500 -0.1219
O -4.6483 -3.4970 -0.2679
H -5.5357 -4.8821 0.9160
H -6.5233 -4.1874 -0.3115
H -5.2635 -5.3046 -0.8678
H -4.1984 -3.7057 -1.0898
C 3.8226 -2.8626 4.2693
O 3.7456 -4.2576 4.0022
H 3.5213 -2.7914 5.3144
H 4.7773 -2.3617 4.1087
H 3.1402 -2.2960 3.6358
H 2.8987 -4.6095 4.2861
C 7.8080 -0.7866 -6.7399
O 6.4376 -1.0259 -7.0948
H 8.3803 -0.7559 -7.6670
H 8.0007 0.1645 -6.2436
H 8.2000 -1.6277 -6.1680
H 6.0910 -1.4756 -6.3207
C 0.3168 0.2993 -0.6880
O 1.0301 0.3445 -1.9182
H 0.6789 0.9815 0.0811
H -0.7504 0.4998 -0.7826
H 0.3434 -0.7061 -0.2678
H 1.2791 -0.5404 -2.1948
C 4.5749 4.6916 0.1574
O 4.8878 3.7088 1.1379
H 4.8598 5.6928 0.4810
H 5.2158 4.3156 -0.6400
H 3.5094 4.6523 -0.0692
H 4.1956 3.7209 1.8029
C -1.0458 -6.1296 -3.1845
O -1.7918 -5.1172 -3.8590
H -1.7456 -6.9315 -2.9495
H -0.4068 -6.5914 -3.9372
H -0.5495 -5.8134 -2.2670
H -2.2945 -5.5962 -4.5219
C -8.1019 1.1649 0.4633
O -6.7328 1.3042 0.2498
H -8.5103 2.1565 0.6583
H -8.6461 0.6328 -0.3170
H -8.2882 0.6556 1.4089
H -6.3746 0.4253 0.1054
C -3.0518 5.8192 1.9674
O -3.8160 5.7928 0.7206
H -3.8389 5.7478 2.7181
H -2.2999 5.0323 2.0275
H -2.6550 6.8342 1.9869
H -4.3446 4.9951 0.7972

Here are the Löwdin charges for atoms 1 to 6, given in e: -0.148, -0.135, 0.074, 0.076, 0.069, 0.064

=====

## D
Density functional theory data (ωB97M-V with the def2-TZVPD basis set) for a cluster of 12 separate species, C12H48O12 in total.

Output
- SMILES: CO.CO.CO.CO.CO.CO.CO.CO.CO.CO.CO.CO
- Gap between HOMO and LUMO: 9.5 eV

Cartesian coordinates (Å):
C -4.8264 -30.4506 -22.3519
O -4.4453 -31.7793 -22.1207
H -4.8379 -30.3805 -23.4398
H -5.8285 -30.2700 -21.9637
H -4.0569 -29.8157 -21.9129
H -3.5947 -31.9350 -22.5380
C -6.9324 -38.7716 -21.0210
O -7.6819 -39.3465 -19.9241
H -7.4981 -38.6795 -21.9482
H -6.5463 -37.7747 -20.8068
H -6.0439 -39.3812 -21.1852
H -8.6205 -39.2016 -20.0637
C -1.5728 -34.6740 -21.8399
O -2.9546 -34.5192 -21.7991
H -1.1490 -35.0116 -20.8944
H -1.3170 -35.3835 -22.6274
H -1.0957 -33.7459 -22.1562
H -3.3224 -34.0391 -22.5454
C -10.0972 -33.4967 -17.6415
O -9.0444 -34.0765 -18.4115
H -10.0601 -33.7622 -16.5849
H -10.0104 -32.4097 -17.6374
H -11.0125 -33.7608 -18.1708
H -8.2177 -33.7236 -18.0724
C -4.3748 -33.2783 -25.3218
O -3.5642 -34.0114 -24.4182
H -4.9961 -33.8769 -25.9882
H -5.0477 -32.7304 -24.6622
H -3.8635 -32.6075 -26.0125
H -2.8467 -34.4172 -24.9105
C -6.5212 -34.2673 -20.9905
O -6.4659 -33.8114 -22.3664
H -6.8365 -33.4329 -20.3638
H -7.1897 -35.0988 -20.7680
H -5.4902 -34.5452 -20.7711
H -5.8030 -33.1190 -22.4275
C -6.9309 -31.3393 -17.2411
O -6.6568 -32.5578 -17.9640
H -6.0450 -30.7062 -17.1865
H -7.6388 -30.7438 -17.8181
H -7.2862 -31.5380 -16.2302
H -5.9486 -32.3578 -18.5821
C -3.6843 -37.5256 -20.4830
O -4.0803 -37.0226 -21.7022
H -4.3644 -37.3251 -19.6544
H -3.5444 -38.6065 -20.4656
H -2.7313 -37.0315 -20.2908
H -3.8316 -36.0947 -21.6801
C -7.3869 -36.4569 -24.4424
O -7.1416 -35.0724 -24.6450
H -6.5884 -36.9904 -24.9584
H -7.3350 -36.7270 -23.3874
H -8.3754 -36.7875 -24.7616
H -6.8114 -34.7384 -23.8064
C -3.5599 -33.0392 -18.9052
O -4.3886 -31.9193 -19.3519
H -3.4772 -32.9470 -17.8222
H -4.0499 -33.9989 -19.0694
H -2.5247 -33.0324 -19.2463
H -4.4132 -31.9105 -20.3128
C -8.9959 -31.3025 -21.0309
O -9.0858 -29.9135 -20.9094
H -9.8029 -31.6357 -21.6836
H -8.0173 -31.5209 -21.4582
H -9.0221 -31.7424 -20.0336
H -9.9929 -29.7341 -20.6512
C -10.1695 -34.8643 -21.6129
O -9.9188 -35.6684 -20.4528
H -10.4538 -35.4075 -22.5139
H -10.9511 -34.1794 -21.2830
H -9.3000 -34.2690 -21.8932
H -9.5962 -35.0611 -19.7814

Here are the Löwdin charges for atoms 1 to 6, given in e: -0.091, -0.164, 0.089, 0.095, 0.097, 0.096

=====

Which of them is most stable? Easy: B.

=====

## A
Density functional theory data (ωB97M-V with the def2-TZVPD basis set) for a cluster of 5 separate species, C2H12O5 in total.

Output
- SMILES: C=CO.O.O.O.O
- Gap between HOMO and LUMO: 10.1 eV

Cartesian coordinates (Å):
C 3.7505 -0.5243 -0.8939
C 2.6545 -0.0881 -0.2832
O 2.5644 0.9928 0.5827
H 3.5767 -1.3663 -1.5462
H 4.6582 0.0502 -0.7886
H 1.7747 -0.7121 -0.1184
H 2.9579 1.7443 0.1430
O -3.1942 0.3606 3.1644
H -2.7794 0.9475 2.5148
H -3.2888 -0.4806 2.7004
O -0.9200 -2.2717 0.0531
H -1.1370 -1.5152 -0.4655
H -1.1703 -1.9612 0.9541
O -3.4465 0.3180 -0.1899
H -3.4084 1.2577 -0.0242
H -2.8528 0.2903 -0.9438
O -0.3131 0.9921 -1.5092
H 0.4413 0.4559 -1.1758
H 0.1324 1.5102 -2.1738

Here are the Löwdin charges for atoms 1 to 6, given in e: 0.031, -0.295, -0.020, 0.059, 0.065, 0.102

=====

## B
Density functional theory data (ωB97M-V with the def2-TZVPD basis set) for a cluster of 5 separate species, C2H12O5 in total.

Output
- SMILES: C=CO.O.O.O.O
- Gap between HOMO and LUMO: 10.0 eV

Cartesian coordinates (Å):
C -0.1709 -1.2882 -1.8292
C 1.0525 -0.7720 -2.0605
O 1.8429 -0.1382 -0.9704
H -0.9546 -1.2893 -2.5733
H -0.5133 -1.4189 -0.8458
H 1.5992 -0.7930 -3.0082
H 2.3972 0.6422 -1.3849
O 1.7198 -1.0114 2.1498
H 2.6630 -1.2313 2.3229
H 1.3907 -1.6382 1.5384
O -3.1210 -1.5139 3.6831
H -3.7327 -0.9779 3.2866
H -2.3263 -1.3660 3.1566
O 0.0746 1.6207 1.5722
H 0.0349 1.9646 0.6752
H 0.9099 1.0282 1.7287
O -1.2057 3.0008 -2.3157
H -1.0480 2.0861 -2.0325
H -0.6122 3.0957 -3.0929

Here are the Löwdin charges for atoms 1 to 6, given in e: 0.009, -0.189, -0.126, 0.057, 0.036, 0.099

=====

Which of them is most stable? Easy: A.

=====

## A
Density functional theory data (ωB97M-V with the def2-TZVPD basis set) for an isolated molecule of C5H4N2O3.

Output
- SMILES: O=C=C/C=N\C=C\[N+](=O)[O-]
- Gap between HOMO and LUMO: 8.8 eV

Cartesian coordinates (Å):
O -1.0205 -2.0918 -0.8895
C -1.2853 -1.0168 -1.1629
C -1.5435 0.1299 -1.6905
C -1.1293 1.3240 -0.9617
N -0.5229 1.3853 0.1995
C 0.1581 0.4557 0.9343
C 1.3624 -0.0714 0.5664
N 2.0804 -0.8002 1.4783
O 1.7727 -0.7903 2.6617
O 2.9503 -1.5276 1.0331
H -2.4152 0.2912 -2.3249
H -1.6592 2.2200 -1.2953
H -0.5368 0.4682 1.9273
H 1.7887 0.0238 -0.4759

Here are the Löwdin charges for atoms 1 to 6, given in e: 0.255, -0.197, -0.060, -0.121, 0.036, -0.116

=====

## B
Density functional theory data (ωB97M-V with the def2-TZVPD basis set) for a cluster of 2 separate species, C5H4N2O3 in total.

Output
- SMILES: N#Cc1nc(=O)cco1.O
- Gap between HOMO and LUMO: 9.6 eV

Cartesian coordinates (Å):
N 1.1834 -1.7799 -0.4263
C 0.0412 -1.8354 -0.6981
C -1.1966 -2.4119 -1.2521
N -1.1339 -3.3468 -2.1163
C -1.9443 -4.4927 -1.9457
O -1.7856 -5.4636 -2.6594
C -2.9582 -4.3917 -0.8995
C -3.1199 -3.2168 -0.2697
O -2.2171 -2.2175 -0.4132
H -3.6792 -5.1953 -0.7601
H -3.8945 -2.9753 0.4552
O -0.2192 -3.9655 1.0429
H -0.9089 -3.7531 1.6792
H 0.7372 -3.4861 1.0875

Here are the Löwdin charges for atoms 1 to 6, given in e: 0.186, -0.082, -0.330, 0.242, -0.447, 0.095

=====

Which of them is most stable? Easy: B.

=====

## A
Density functional theory data (ωB97M-V with the def2-TZVPD basis set) for a cluster of 6 separate species, C5H19NO7 in total.

Output
- SMILES: CC(=O)N[C@@H](C)C=O.O.O.O.O.O
- Gap between HOMO and LUMO: 9.6 eV

Cartesian coordinates (Å):
C -0.8653 1.2681 -2.4496
C -0.6167 1.5540 -0.9647
O -0.1920 2.6375 -0.6402
N -0.9800 0.4597 -0.1369
C -0.9397 -0.9213 -0.6508
C -0.4749 -1.7938 0.5533
C -2.3345 -1.3411 -1.1426
O -2.3924 -2.0475 -2.1140
H -0.3927 2.0308 -3.0742
H -1.9069 1.2465 -2.7032
H -0.4510 0.3249 -2.8037
H -0.9006 0.4789 0.8775
H -0.3030 -0.9570 -1.5101
H 0.4597 -2.1856 0.1819
H -0.4204 -1.2900 1.5214
H -1.2363 -2.5046 0.8768
H -3.2200 -0.8938 -0.6425
O 2.0292 -1.7127 -1.6686
H 2.4258 -2.5456 -1.4167
H 1.5068 -1.9510 -2.4547
O -1.3333 0.3674 3.1310
H -0.6654 0.1289 3.8012
H -1.3739 1.3263 3.2451
O -1.0149 2.8086 2.2054
H -1.3110 2.7554 1.2987
H -0.0816 3.0579 2.1941
O 3.5528 0.2997 -0.6774
H 2.7987 0.8443 -0.9331
H 3.3109 -0.5851 -1.0245
O 2.1999 -0.5025 2.6198
H 2.6978 -0.7823 1.8377
H 2.4252 0.4249 2.6636

Here are the Löwdin charges for atoms 1 to 6, given in e: 0.008, -0.474, 0.053, 0.098, -0.322, -0.006

=====

## B
Density functional theory data (ωB97M-V with the def2-TZVPD basis set) for a cluster of 6 separate species, C5H19NO7 in total.

Output
- SMILES: N[C@@H](C=O)CCC=O.O.O.O.O.O
- Gap between HOMO and LUMO: 9.9 eV

Cartesian coordinates (Å):
N -1.0710 -0.4986 2.3329
C -1.3399 -0.1013 0.9622
C -2.6056 -0.7439 0.4354
O -2.7979 -1.9255 0.3658
C -1.3002 1.4507 0.8827
C 0.0936 1.9973 0.5850
C 0.0913 2.6506 -0.7971
O 0.5166 2.1261 -1.7933
H -1.1707 -1.5020 2.4918
H -1.7103 -0.1583 3.0360
H -0.5512 -0.4065 0.2734
H -3.1755 0.0279 -0.1202
H -2.0668 1.6125 0.0824
H -1.6016 1.8976 1.8360
H 0.1750 2.8853 1.2104
H 0.8761 1.2805 0.7531
H -0.3991 3.6649 -0.9005
O 1.8371 0.4034 2.5556
H 1.4064 0.1810 1.7304
H 1.1606 0.7774 3.1253
O 2.0867 -1.2742 -1.1537
H 1.5231 -0.5281 -1.4030
H 2.6640 -0.9443 -0.4525
O 0.1685 -3.3196 -0.6790
H 0.9546 -2.7470 -0.5649
H -0.5651 -2.7315 -0.4375
O 2.9408 1.4810 -0.2864
H 2.5642 1.5725 -1.1765
H 3.8731 1.3944 -0.5376
O -0.2741 -1.3831 -3.0620
H -1.1898 -1.0884 -2.9993
H -0.1283 -1.8350 -2.2229

Here are the Löwdin charges for atoms 1 to 6, given in e: 0.062, -0.363, -0.215, 0.087, -0.139, -0.153

=====

Which of them is most stable? Easy: A.